Entry 1:
ORCA calculation (the ωB97M-V functional and the def2-TZVPD basis) on a molecular structure, C11H22N6O5Yb.

Each line ends with the Löwdin spin population.
Geometry (Å):
O  -0.426  4.870  1.500  0.961
H  0.315  4.372  1.094  0.017
Yb  0.000  0.000  0.000  0.001
N  -0.996  -0.217  -1.728  0.000
N  1.310  -1.171  -0.974  0.000
O  -2.264  0.283  -2.084  0.000
O  2.570  -1.632  -0.553  0.000
C  -0.444  -1.012  -2.567  0.000
C  0.909  -1.574  -2.124  0.000
C  -1.023  -1.445  -3.920  0.000
C  1.664  -2.522  -3.064  0.000
H  -1.793  -0.762  -4.276  0.000
H  -1.474  -2.434  -3.842  0.000
H  -0.259  -1.471  -4.696  0.000
H  2.414  -3.112  -2.538  0.000
H  2.176  -1.958  -3.843  0.000
H  0.994  -3.238  -3.538  0.000
H  -2.295  1.101  -1.535  0.000
H  2.679  -1.157  0.286  0.000
O  -0.872  -1.947  0.607  0.000
H  -1.429  -1.116  0.468  0.000
H  0.064  -1.717  0.313  0.000
C  1.090  1.619  -0.482  0.000
H  1.346  2.654  -0.711  0.000
H  1.077  1.255  -1.505  0.000
H  2.030  1.265  -0.063  0.000
O  -2.853  3.698  -1.252  0.000
H  -2.455  4.267  -0.470  0.000
H  -2.052  3.101  -1.378  0.000
N  1.040  1.582  4.144  0.002
C  1.364  2.724  3.541  0.011
C  1.160  2.543  2.192  0.006
N  0.509  1.386  1.942  -0.001
C  0.663  0.781  3.135  0.004
C  1.036  -0.583  3.107  0.000
N  1.160  -1.138  1.912  0.001
C  1.675  -2.370  2.161  0.000
C  1.914  -2.479  3.519  0.001
N  1.517  -1.337  4.110  0.001
H  1.302  1.331  5.124  0.000
H  1.891  3.539  4.020  0.000
H  1.651  3.151  1.469  0.000
H  1.831  -3.145  1.423  0.000
H  2.333  -3.330  4.038  0.000
H  1.586  -1.094  5.123  0.000

Atoms 1-6, force components in eV/Å:
0.15 -0.16 -0.18
-0.41 0.33 0.00
-0.47 5.93 7.59
-3.12 -0.29 -4.58
3.87 -3.38 -2.16
0.75 0.40 0.39

**⟨S²⟩**: 0.75
**LUMO (spin up / spin down)**: -0.13573 / -0.15451 Eh
**Total charge**: +1
**2S+1**: 2
**DFT total energy**: -2295.1102 Ha
**Orbital gap (spin up / spin down)**: 6.228 / 5.712 eV



Entry 2:
ORCA calculation (the ωB97M-V functional and the def2-TZVPD basis) on a molecular structure, H18O9.

Each line ends with the Mulliken charge.
Geometry (Å):
O  -19.747  -17.131  -7.827  -0.898
H  -19.882  -16.383  -8.409  0.378
H  -18.998  -16.882  -7.285  0.414
O  -17.104  -16.215  -9.241  -0.700
H  -17.113  -17.109  -9.582  0.262
H  -18.029  -15.980  -9.158  0.672
O  -18.825  -13.374  -10.097  -0.566
H  -18.673  -13.756  -10.961  0.339
H  -19.605  -12.831  -10.208  0.296
O  -19.974  -18.015  -10.889  -0.638
H  -20.234  -17.095  -10.831  0.422
H  -20.207  -18.275  -11.780  0.222
O  -18.191  -14.126  -8.130  -0.657
H  -18.636  -13.767  -8.897  0.361
H  -17.311  -13.752  -8.166  0.260
O  -21.102  -16.036  -10.894  -0.708
H  -21.275  -16.163  -11.827  0.299
H  -21.962  -15.864  -10.511  0.219
O  -19.293  -15.912  -9.546  -0.364
H  -20.021  -15.679  -10.122  0.286
H  -18.787  -15.104  -9.460  0.230
O  -18.442  -15.833  -7.145  -0.793
H  -18.563  -15.015  -7.627  0.463
H  -17.503  -15.871  -6.968  0.252
O  -19.515  -15.000  -12.161  -0.756
H  -19.966  -15.430  -12.888  0.304
H  -20.157  -14.993  -11.451  0.402

Atoms 1-6, force components in eV/Å:
-6.83 -6.51 -0.65
-0.32 -1.33 1.62
-0.40 -0.98 0.40
3.45 -0.07 -0.34
-0.11 -0.16 -0.07
2.32 -2.34 0.59

**Relative energy (zero: lowest compared OMol25 entry of this formula, charge and spin)**: 14.110 eV
**LUMO**: -0.03642 Eh
**DFT total energy**: -687.5072 Ha
**Orbital gap**: 6.140 eV



Entry 3:
ORCA calculation (the ωB97M-V functional and the def2-TZVPD basis) on 2 unconnected molecules or ions with the total composition C2H8S2.

Each line ends with the Mulliken charge.
Geometry (Å):
C  -0.236  -0.048  0.520  -0.805
C  -1.441  -0.425  -0.256  -0.384
S  -2.906  0.209  0.762  -0.271
H  -0.353  -0.312  1.593  0.297
H  0.346  0.879  0.346  0.262
H  0.538  -0.777  -0.037  0.177
H  -1.496  0.121  -1.378  0.246
H  -1.606  -1.484  -0.634  0.336
H  -3.779  -0.885  0.600  0.133
S  3.739  0.355  -0.424  -0.239
H  4.531  1.324  -0.851  0.149
H  2.662  1.041  -0.241  0.098

Atoms 1-6, force components in eV/Å:
3.56 -2.82 -1.32
-2.79 1.81 -3.65
-0.56 -1.72 -0.93
0.43 0.25 -0.79
-1.40 0.11 0.23
-0.96 1.09 1.83

**Relative energy (zero: lowest compared OMol25 entry of this formula, charge and spin)**: 1.470 eV
**LUMO**: 0.02934 Eh
**DFT total energy**: -877.3047 Ha
**Orbital gap**: 9.785 eV
**SMILES**: CCS.S



Entry 4:
ORCA calculation (the ωB97M-V functional and the def2-TZVPD basis) on 3 unconnected molecules or ions with the total composition C3H14NO2.

Each line ends with the Löwdin spin population.
Geometry (Å):
C  -0.144  2.192  0.271  0.056
C  0.019  0.866  -0.420  0.061
C  -1.283  0.056  -0.487  0.034
N  1.119  0.044  0.208  0.170
H  0.768  2.578  0.707  0.028
H  -0.850  2.106  1.101  0.008
H  -0.507  2.953  -0.408  0.004
H  0.323  0.985  -1.462  0.014
H  -1.821  0.101  0.451  0.004
H  -1.942  0.502  -1.245  0.003
H  -1.132  -1.005  -0.636  0.014
H  1.961  0.648  0.332  0.140
H  1.407  -0.727  -0.403  0.074
H  0.859  -0.288  1.169  0.125
H  2.329  -1.796  -2.926  0.014
H  1.352  -2.552  -1.928  0.028
O  1.501  -1.743  -2.426  0.086
H  -0.554  -1.746  2.961  0.038
H  -2.119  -1.494  2.796  0.010
O  -1.288  -1.680  2.346  0.087

Atoms 1-6, force components in eV/Å:
-0.19 0.26 0.64
-0.40 -0.94 -0.84
-0.22 0.49 0.38
-0.30 1.03 0.36
0.36 -0.02 -0.09
-0.02 -0.01 -0.05

**⟨S²⟩**: 0.75
**Relative energy (zero: lowest compared OMol25 entry of this formula, charge and spin)**: 0.159 eV
**LUMO (spin up / spin down)**: 0.03033 / 0.02172 Eh
**2S+1**: 2
**DFT total energy**: -327.8104 Ha
**Orbital gap (spin up / spin down)**: 3.933 / 12.094 eV



Entry 5:
ORCA calculation (the ωB97M-V functional and the def2-TZVPD basis) on a molecular structure, C23H58MgNO6PS4Si4.

Each line ends with the Mulliken charge.
Geometry (Å):
Mg  0.359  0.143  -0.131  -0.121
C  -1.254  -2.246  2.224  0.336
C  -1.456  -3.268  1.104  -1.066
S  -0.316  -2.960  -0.263  0.148
C  -1.218  -3.582  -1.701  -1.048
C  -0.608  -2.961  -2.961  -0.957
S  -0.400  -1.156  -3.006  0.104
C  -2.021  -0.539  -3.544  -0.653
C  -3.230  -0.796  -2.635  -0.938
S  -2.627  -0.791  -0.941  -0.010
C  -4.070  -0.555  0.109  -0.564
C  -3.627  -0.840  1.558  -1.202
S  -1.858  -0.559  1.932  0.113
H  -0.189  -2.100  2.411  -1.201
H  -1.695  -2.617  3.151  0.763
H  -2.474  -3.226  0.711  0.465
H  -1.296  -4.268  1.512  0.659
H  -2.271  -3.323  -1.594  0.308
H  -1.128  -4.667  -1.772  0.594
H  -1.183  -3.258  -3.839  0.531
H  0.402  -3.349  -3.104  0.438
H  -2.216  -0.910  -4.551  0.620
H  -1.857  0.537  -3.603  -0.003
H  -3.714  -1.747  -2.868  0.606
H  -3.949  0.010  -2.787  0.335
H  -4.860  -1.254  -0.171  0.613
H  -4.446  0.460  0.004  -0.004
H  -3.835  -1.872  1.837  0.452
H  -4.195  -0.209  2.240  0.619
O  0.356  2.346  -1.581  -0.559
N  0.977  2.322  -0.488  0.326
O  2.146  1.915  -0.447  -0.322
O  0.340  2.494  0.592  -0.528
C  -1.516  6.434  -1.056  -1.435
C  -1.289  4.948  -0.917  0.252
O  -2.577  4.320  -0.778  -0.285
P  -2.704  2.687  -0.804  0.571
O  -4.288  2.684  -0.308  -0.542
C  -4.556  3.116  1.026  -0.054
C  -6.054  3.135  1.228  -1.357
O  -2.996  2.383  -2.374  -0.001
C  -3.842  3.233  -3.171  -0.321
C  -3.013  3.943  -4.219  -1.195
H  -0.559  6.955  -1.109  0.419
H  -2.070  6.818  -0.199  0.310
H  -2.082  6.659  -1.961  0.302
H  -0.682  4.716  -0.041  0.120
H  -0.776  4.543  -1.793  0.223
H  -4.126  4.107  1.184  0.407
H  -4.078  2.427  1.736  0.133
H  -6.524  3.791  0.495  0.312
H  -6.297  3.500  2.227  0.400
H  -6.474  2.135  1.113  0.282
H  -4.361  3.943  -2.530  0.285
H  -4.588  2.584  -3.636  0.386
H  -2.231  4.535  -3.744  0.203
H  -3.643  4.612  -4.808  0.398
H  -2.540  3.229  -4.893  0.294
C  2.113  -3.264  3.684  -1.243
Si  2.762  -3.186  1.905  0.737
C  2.117  -4.774  1.097  -1.200
C  4.624  -3.497  2.034  -1.347
Si  2.446  -1.076  0.852  0.618
Si  3.150  0.347  2.610  0.654
C  1.682  0.465  3.796  -0.951
C  3.621  2.113  2.171  -1.009
C  4.638  -0.321  3.570  -1.147
Si  3.930  -1.214  -0.977  0.635
C  3.513  -2.810  -1.905  -0.658
C  5.752  -1.269  -0.493  -1.147
C  3.789  0.164  -2.249  -1.064
H  2.367  -4.249  4.087  0.470
H  1.032  -3.154  3.770  0.324
H  2.578  -2.516  4.328  0.259
H  2.763  -5.591  1.435  0.496
H  2.140  -4.746  0.008  0.199
H  1.097  -5.010  1.404  0.308
H  4.803  -4.181  2.870  0.423
H  5.223  -2.603  2.193  0.293
H  4.980  -3.992  1.127  0.375
H  0.827  0.914  3.282  0.101
H  1.929  1.110  4.644  0.423
H  1.374  -0.506  4.190  0.255
H  2.754  2.690  1.855  0.136
H  4.370  2.165  1.379  0.282
H  4.042  2.576  3.069  0.431
H  4.445  -1.264  4.082  0.316
H  4.924  0.416  4.327  0.416
H  5.497  -0.464  2.910  0.277
H  3.709  -3.701  -1.307  0.227
H  4.106  -2.880  -2.822  0.468
H  2.457  -2.819  -2.187  -0.211
H  6.014  -2.143  0.102  0.336
H  6.025  -0.375  0.075  0.268
H  6.364  -1.282  -1.400  0.386
H  2.799  0.216  -2.708  0.228
H  4.515  -0.048  -3.041  0.425
H  4.007  1.144  -1.831  0.246

Atoms 1-6, force components in eV/Å:
-0.47 -0.54 0.17
-0.03 -0.07 -0.04
-0.09 0.07 -0.05
0.19 -0.08 -0.03
-0.04 0.08 0.00
-0.01 -0.04 0.00

**Relative energy (zero: lowest compared OMol25 entry of this formula, charge and spin)**: 0.000 eV
**LUMO**: 0.00286 Eh
**DFT total energy**: -4709.5599 Ha
**Orbital gap**: 7.297 eV



Entry 6:
ORCA calculation (the ωB97M-V functional and the def2-TZVPD basis) on a molecular structure, CHOS.

Each line ends with the Mulliken charge.
Geometry (Å):
C  -0.280  0.080  -0.050  -0.073
O  -0.580  1.238  -0.020  -0.406
S  2.009  -0.684  -0.027  -0.728
H  -1.148  -0.634  0.097  0.208

Atomic forces in eV per Å
2.14 -0.23 0.72
0.44 -0.30 -0.30
-3.46 0.92 -0.12
0.88 -0.39 -0.29

**Relative energy (zero: lowest compared OMol25 entry of this formula, charge and spin)**: 2.063 eV
**LUMO**: 0.15938 Eh
**Total charge**: -1
**DFT total energy**: -512.0962 Ha
**Orbital gap**: 7.158 eV



Entry 7:
ORCA calculation (the ωB97M-V functional and the def2-TZVPD basis) on 2 unconnected molecules or ions with the total composition C4H8O2.

Each line ends with the Löwdin spin population.
Geometry (Å):
C  0.818  -0.282  2.283  0.225
C  0.556  -0.165  0.934  0.133
O  -0.629  -0.634  0.390  0.024
C  1.434  0.430  -0.015  0.154
C  1.209  0.499  -1.379  0.313
H  0.140  -0.705  3.017  0.037
H  1.766  0.081  2.654  0.022
H  -1.137  -1.065  1.076  0.005
H  2.323  0.858  0.433  -0.001
H  0.337  0.037  -1.819  0.034
H  1.905  0.972  -2.061  0.039
H  -2.468  1.022  -2.104  0.003
H  -1.877  0.079  -1.050  0.001
O  -2.509  0.117  -1.784  0.011

Atoms 1-6, force components in eV/Å:
-0.06 -0.13 0.49
1.15 0.72 -0.60
-0.43 -0.08 -0.34
-0.75 -0.46 0.75
-0.06 0.11 -0.43
-0.16 -0.02 -0.16

**⟨S²⟩**: 0.76
**Relative energy (zero: lowest compared OMol25 entry of this formula, charge and spin)**: 0.132 eV
**LUMO (spin up / spin down)**: 0.14847 / 0.14378 Eh
**Total charge**: -1
**2S+1**: 2
**DFT total energy**: -307.6280 Ha
**Orbital gap (spin up / spin down)**: 3.784 / 6.714 eV



> Number 6 is which compound?

CHOS



> What is the DFT total energy in the fifth record?

-4709.5599 Ha



> The highest DFT total energy belongs to which entry?

C4H8O2



> Among the records above, which one has the highest DFT total energy?

C4H8O2